1.
Density functional theory data (ωB97M-V/def2-TZVPD) for a molecular structure, C11H24BiIO3P2.

```
! wB97M-V def2-TZVPD RIJCOSX def2/J DEFGRID3
* xyz 2 1
C -1.19 3.21 -1.13
C -1.40 1.74 -0.90
H -2.01 3.60 -1.75
H -0.24 3.42 -1.66
H -1.18 3.75 -0.17
O -2.31 1.05 -1.32
I 1.63 -1.77 2.16
Bi 0.50 1.11 0.34
P -1.39 0.81 2.43
C -2.65 -0.49 2.68
C -0.49 0.82 4.03
H -1.11 1.31 4.81
H -2.91 2.39 3.52
H 0.45 1.38 3.91
H -1.73 3.23 2.44
H -2.15 -1.47 2.70
H -0.27 -0.22 4.33
C -2.39 2.35 2.54
H -3.17 -0.32 3.63
H -3.14 2.36 1.73
H -3.38 -0.44 1.86
P 1.37 -0.05 -2.04
C 0.74 -1.52 -2.89
C 1.34 1.25 -3.30
H 3.56 0.36 -1.08
H 3.71 -0.28 -2.71
H 3.34 -1.40 -1.36
C 3.15 -0.40 -1.77
H 1.70 2.20 -2.90
H 2.00 0.99 -4.14
H 1.41 -1.82 -3.70
H -0.20 -1.27 -3.40
H 0.33 1.40 -3.70
H 0.59 -2.36 -2.20
C -1.27 -1.07 -0.18
O -2.21 -1.65 -0.47
C 2.25 -3.86 -0.11
C 1.12 -3.12 0.52
O -0.05 -3.12 0.11
H 3.18 -3.73 0.48
H 2.47 -3.44 -1.11
H 1.99 -4.93 -0.26
*
```

E_HOMO, eV: -15.1
Frontier orbital gap, eV: 6.7944
Calculated total energy, eV: -50440.192

---

2.
Density functional theory data (ωB97M-V/def2-TZVPD) for a molecular structure, C11H24BrCuN.

```
! wB97M-V def2-TZVPD RIJCOSX def2/J DEFGRID3
* xyz 1 3
Cu 4.87 -3.04 1.09
Br 3.30 -1.98 -0.78
C 0.31 -1.94 3.84
C -0.55 -0.87 3.10
C -0.10 -0.55 1.68
C -1.17 0.02 0.73
N -0.76 0.07 -0.76
C -1.83 0.67 -1.70
C -1.50 0.16 -3.11
C -0.83 -1.19 -2.90
C -0.64 -1.34 -1.42
C 0.49 0.87 -0.92
C 0.63 2.31 -0.26
C 2.01 2.99 -0.20
H 0.17 -2.88 3.30
H -0.09 -2.17 4.82
H 1.32 -1.54 3.95
H -0.57 0.11 3.56
H -1.60 -1.17 3.16
H 0.30 -1.42 1.16
H 0.79 0.09 1.65
H -1.42 1.06 0.95
H -2.05 -0.60 0.85
H -1.77 1.74 -1.56
H -2.78 0.32 -1.29
H -0.97 0.85 -3.76
H -2.47 0.02 -3.60
H 0.16 -1.10 -3.36
H -1.42 -1.99 -3.35
H 0.31 -1.69 -1.00
H -1.41 -1.96 -0.96
H 0.68 1.01 -1.99
H 1.27 0.20 -0.56
H 0.34 2.16 0.78
H -0.04 3.08 -0.66
H 2.39 3.56 -1.05
H 2.83 2.32 0.08
H 1.82 3.79 0.50
*
```

E_HOMO (alpha / beta), eV: -10.5 / -12.7
Frontier orbital gap (alpha / beta), eV: 8.4386 / 5.8155
Calculated total energy, eV: -127958.851

---

3.
Density functional theory data (ωB97M-V/def2-TZVPD) for a molecular structure, C11H24CaNO6.

```
! wB97M-V def2-TZVPD RIJCOSX def2/J DEFGRID3
* xyz -1 1
Ca -0.61 -0.23 -0.73
C -0.36 -4.57 -1.49
C -0.51 -3.06 -1.40
O -0.24 -2.37 -2.39
O -1.06 -2.58 -0.35
H 0.35 -4.85 -2.26
H -1.35 -4.96 -1.74
H -0.04 -4.96 -0.52
C 0.11 2.53 -4.05
C -0.20 1.40 -3.09
O 0.70 0.58 -2.89
O -1.30 1.38 -2.42
H -0.73 3.21 -4.25
H 0.40 2.07 -5.00
H 0.98 3.12 -3.77
C 1.93 -1.77 1.80
C 2.08 -0.54 0.90
C 3.51 0.00 0.95
O 1.67 -0.80 -0.39
H 2.67 -2.55 1.57
H 0.93 -2.20 1.68
H 2.08 -1.52 2.86
H 1.46 0.29 1.33
H 4.27 -0.66 0.54
H 3.77 0.23 2.00
H 3.56 0.95 0.40
C -1.74 -0.11 2.66
C -2.37 0.83 1.67
C -1.57 2.07 1.29
O -0.41 1.72 0.56
C 0.55 2.75 0.47
N -2.73 0.12 0.42
H -1.37 0.43 3.53
H -0.94 -0.76 2.29
H -2.52 -0.80 3.02
H -3.28 1.22 2.16
H -1.31 2.66 2.17
H -2.19 2.69 0.62
H 1.13 2.64 -0.45
H 1.27 2.71 1.29
H 0.08 3.74 0.48
H -3.24 -0.74 0.61
H -3.41 0.70 -0.06
*
```

E_HOMO, eV: -3.6
Frontier orbital gap, eV: 6.0727
Calculated total energy, eV: -44015.508

---

4.
Density functional theory data (ωB97M-V/def2-TZVPD) for a molecular structure, C11H24CeIO4P2.

```
! wB97M-V def2-TZVPD RIJCOSX def2/J DEFGRID3
* xyz 2 2
C 4.13 3.95 -2.65
C 3.49 2.66 -2.88
H 4.80 4.18 -3.51
H 4.70 3.88 -1.71
H 3.34 4.71 -2.55
O 3.38 1.75 -3.60
I 1.60 1.93 -0.57
Ce -0.30 0.23 0.73
P -2.15 0.83 -1.28
C -3.32 -0.06 -2.33
C -3.37 1.63 -0.17
H -3.96 2.28 -0.84
H -2.67 2.67 -2.66
H -2.91 2.24 0.62
H -1.00 2.86 -1.99
H -3.78 -0.89 -1.76
H -4.03 0.88 0.29
C -1.72 2.18 -2.45
H -4.10 0.65 -2.64
H -1.29 1.74 -3.35
H -2.83 -0.47 -3.22
P 1.80 -1.63 1.21
C 2.18 -3.39 1.04
C 3.51 -1.03 0.85
H 1.58 -0.54 3.43
H 2.70 -1.94 3.39
H 0.93 -2.21 3.41
C 1.74 -1.56 3.04
H 3.58 0.06 0.90
H 4.15 -1.51 1.60
H 3.06 -3.61 1.67
H 2.42 -3.66 0.01
H 3.81 -1.36 -0.16
H 1.34 -4.01 1.38
C -0.24 -1.45 -0.88
O -0.44 -2.42 -1.49
C -3.29 -1.69 3.16
C -2.41 -1.00 2.17
O -2.48 -1.23 0.92
O -1.52 -0.15 2.64
H -4.35 -1.46 3.01
H -2.95 -1.29 4.12
H -3.15 -2.78 3.12
*
```

E_HOMO (alpha / beta), eV: -15.1 / -15.4
Frontier orbital gap (alpha / beta), eV: 6.9677 / 7.2242
Calculated total energy, eV: -59580.103

---

5.
Density functional theory data (ωB97M-V/def2-TZVPD) for 7 unconnected molecules or ions with the total composition C11H24Cl10N2O2.

```
! wB97M-V def2-TZVPD RIJCOSX def2/J DEFGRID3
* xyz 0 1
C 2.78 -0.67 -0.25
C 4.16 -0.51 0.46
O 5.21 -0.99 0.02
N 4.20 0.18 1.58
C 5.40 0.65 2.30
H 2.05 -0.60 0.56
H 2.75 -1.65 -0.73
H 2.70 0.12 -0.99
H 3.32 0.50 1.96
H 5.41 1.72 2.08
H 6.36 0.30 1.91
H 5.22 0.48 3.36
C 2.04 -0.10 5.61
C 1.12 -1.10 4.89
O 0.75 -2.16 5.43
N 0.77 -0.80 3.66
C -0.10 -1.65 2.76
H 3.05 -0.47 5.75
H 1.55 -0.04 6.58
H 2.08 0.88 5.13
H 1.15 0.06 3.27
H -0.97 -1.12 2.38
H -0.46 -2.49 3.35
H 0.47 -1.97 1.89
C -4.27 -0.78 1.72
Cl -3.77 0.83 1.27
Cl -4.79 -1.74 0.30
H -3.42 -1.20 2.27
H -5.10 -0.70 2.41
C -3.47 2.55 -4.30
Cl -2.54 4.03 -4.57
Cl -2.33 1.15 -4.52
H -3.80 2.52 -3.26
H -4.34 2.49 -4.95
C -4.70 -1.78 -3.46
Cl -3.56 -2.89 -2.62
Cl -4.64 -0.15 -2.68
H -4.45 -1.65 -4.51
H -5.72 -2.15 -3.37
C -1.34 -0.55 -1.56
Cl -0.61 -2.00 -0.88
Cl -0.12 0.72 -1.75
H -1.75 -0.70 -2.56
H -2.16 -0.23 -0.92
C 1.08 2.71 -4.91
Cl 2.51 3.72 -4.77
Cl 0.88 2.02 -6.55
H 1.19 1.91 -4.17
H 0.23 3.32 -4.60
*
```

E_HOMO, eV: -9.4
Structure (SMILES): CNC(C)=O.CNC(C)=O.ClCCl.ClCCl.ClCCl.ClCCl.ClCCl
Frontier orbital gap, eV: 9.4831
Calculated total energy, eV: -144095.836

---

6.
Density functional theory data (ωB97M-V/def2-TZVPD) for 7 unconnected molecules or ions with the total composition C11H24F3N3O11.

```
! wB97M-V def2-TZVPD RIJCOSX def2/J DEFGRID3
* xyz 2 1
N 2.04 -7.00 0.51
H 1.69 -7.41 1.36
H 1.48 -7.26 -0.29
H 3.05 -6.95 0.47
H 1.65 -6.07 0.58
N -3.53 -4.81 0.37
H -3.36 -5.36 -0.46
H -4.28 -4.13 0.37
H -2.65 -4.38 0.61
H -3.75 -5.44 1.13
N -0.54 -4.14 5.11
H 0.09 -4.92 5.21
H -0.80 -3.82 6.03
H -1.41 -4.54 4.80
H -0.42 -3.43 4.39
C 0.94 -1.12 0.08
C 0.19 -2.32 0.57
O 0.40 -3.46 0.14
O -0.63 -2.21 1.50
H 2.03 -1.15 0.10
H 0.65 -0.21 0.59
H 0.54 -1.02 -0.93
C -3.50 1.52 -6.09
C -2.27 0.84 -6.78
O -1.40 0.67 -5.67
C -1.80 1.34 -4.58
O -1.14 1.36 -3.56
O -2.93 1.89 -4.81
F -1.65 1.70 -7.58
H -4.30 0.82 -5.84
H -3.91 2.38 -6.62
H -2.46 -0.10 -7.28
C -1.33 4.39 4.19
C -0.92 3.26 3.20
O 0.49 3.33 3.20
C 0.90 4.52 3.78
O 2.08 4.93 3.81
O -0.21 5.25 4.25
F -1.49 3.54 2.04
H -1.69 4.04 5.16
H -2.15 4.95 3.75
H -1.28 2.30 3.56
C 3.32 2.95 -0.92
C 4.71 3.59 -1.10
O 4.46 4.88 -0.83
C 3.16 5.19 -0.98
O 2.66 6.35 -1.08
O 2.49 4.10 -1.14
F 5.26 3.41 -2.29
H 3.12 2.37 -0.02
H 3.09 2.20 -1.68
H 5.32 3.14 -0.32
*
```

E_HOMO, eV: -12.6
Frontier orbital gap, eV: 5.5905
Calculated total energy, eV: -46922.547

---

7.
Density functional theory data (ωB97M-V/def2-TZVPD) for a molecular structure, C11H24IO3P2Pt.

```
! wB97M-V def2-TZVPD RIJCOSX def2/J DEFGRID3
* xyz 3 5
C -0.03 0.07 -5.02
C -0.02 0.68 -3.67
H -0.02 0.79 -5.85
H -0.92 -0.56 -5.11
H 0.85 -0.57 -5.12
O -0.01 1.76 -3.19
I -0.03 -1.23 -2.17
Pt -0.02 0.01 0.19
P 2.45 -0.02 0.46
C 3.34 1.20 1.51
C 3.13 -1.61 1.08
H 4.17 -1.73 0.75
H 4.43 0.24 -0.90
H 2.53 -2.44 0.71
H 3.14 -0.57 -1.83
H 3.03 1.13 2.55
H 3.11 -1.62 2.18
C 3.35 0.23 -1.11
H 4.42 1.04 1.45
H 3.07 1.20 -1.55
H 3.12 2.22 1.15
P -2.46 0.03 0.49
C -3.33 1.27 1.52
C -3.39 0.25 -1.07
H -2.57 -2.39 0.74
H -4.20 -1.65 0.85
H -3.07 -1.56 2.23
C -3.15 -1.55 1.14
H -3.21 -0.56 -1.77
H -4.46 0.29 -0.83
H -4.42 1.15 1.44
H -3.07 2.28 1.17
H -3.10 1.20 -1.54
H -3.04 1.19 2.57
C 0.04 1.86 0.05
O 0.08 3.01 -0.07
C 0.09 -0.48 3.04
C -0.05 -1.26 1.79
O -0.15 -2.46 1.67
H 1.07 0.01 3.06
H -0.01 -1.16 3.89
H -0.68 0.30 3.09
*
```

E_HOMO (alpha / beta), eV: -16.4 / -20.6
Frontier orbital gap (alpha / beta), eV: 5.8907 / 5.6980
Calculated total energy, eV: -47830.415

---

8.
Density functional theory data (ωB97M-V/def2-TZVPD) for 2 unconnected molecules or ions with the total composition C11H24N2O2P3S3.

```
! wB97M-V def2-TZVPD RIJCOSX def2/J DEFGRID3
* xyz 1 1
C 3.47 0.24 -0.50
C 2.02 0.02 -0.88
O 1.23 0.94 -0.08
C -0.02 1.14 -0.38
C -0.74 0.30 -1.22
C -2.06 0.56 -1.52
P -2.99 -0.48 -2.71
C -1.80 -1.77 -3.20
C -4.19 -1.42 -1.67
N -2.65 1.66 -0.98
S -4.29 1.99 -1.48
C -1.98 2.52 -0.14
P -2.95 4.03 0.38
N -3.07 5.07 -0.78
C -0.66 2.27 0.20
P 0.32 3.39 1.32
S 1.80 2.65 2.31
H 4.12 0.09 -1.36
H 3.56 1.27 -0.18
H 3.76 -0.37 0.34
H 1.84 0.16 -1.94
H 1.74 -1.00 -0.62
H -0.29 -0.57 -1.65
H -1.12 -2.09 -2.42
H -2.40 -2.64 -3.46
H -1.26 -1.46 -4.08
H -3.72 -1.70 -0.74
H -4.50 -2.31 -2.20
H -5.04 -0.81 -1.42
H -4.90 1.65 -0.33
H -2.28 4.57 1.47
H -4.15 3.50 0.88
H -4.05 5.20 -1.04
H -0.64 3.88 2.21
H 0.68 4.44 0.46
C 3.17 -4.11 1.67
S 3.53 -2.52 2.43
O 4.74 -1.98 1.75
C 4.04 -3.17 4.01
H 2.88 -3.93 0.64
H 4.07 -4.73 1.69
H 2.36 -4.60 2.21
H 4.87 -3.86 3.87
H 3.20 -3.68 4.48
H 4.35 -2.34 4.64
*
```

E_HOMO, eV: -11.1
Frontier orbital gap, eV: 6.8618
Calculated total energy, eV: -79233.752

---

9.
Density functional theory data (ωB97M-V/def2-TZVPD) for a molecular structure, C11H24N4O3S4Ti.

```
! wB97M-V def2-TZVPD RIJCOSX def2/J DEFGRID3
* xyz 0 1
Ti -0.69 0.27 -0.30
C 1.53 -0.09 2.22
C 0.80 1.25 2.31
N 0.50 1.76 0.96
C 1.58 2.57 0.37
C 2.73 1.76 -0.24
S 2.18 0.35 -1.26
C 2.88 -1.07 -0.35
C 1.89 -1.82 0.54
N 0.94 -0.94 1.19
H 2.58 0.09 1.95
H 1.54 -0.57 3.20
H -0.15 1.12 2.83
H 1.40 1.97 2.87
H -0.33 2.35 1.04
H 1.14 3.20 -0.39
H 2.01 3.23 1.13
H 3.30 2.43 -0.89
H 3.42 1.39 0.51
H 3.26 -1.75 -1.12
H 3.74 -0.71 0.20
H 1.32 -2.53 -0.06
H 2.47 -2.40 1.27
H 0.16 -1.46 1.58
N -2.40 2.52 1.62
N -2.91 1.45 2.38
C -2.59 0.12 2.12
O -3.16 -0.76 2.71
O -1.61 -0.11 1.26
H -2.46 3.35 2.20
H -2.95 2.65 0.77
H -3.85 1.54 2.75
S -3.05 2.40 -3.65
C -2.29 1.78 -2.35
S -2.99 0.71 -1.17
S -0.62 2.07 -1.93
C -2.05 -2.31 -2.77
C -0.61 -2.01 -2.43
C 0.15 -3.26 -2.03
O -0.49 -1.04 -1.39
H -2.09 -3.15 -3.47
H -2.54 -1.45 -3.22
H -2.61 -2.58 -1.87
H -0.11 -1.55 -3.30
H -0.25 -3.66 -1.09
H 1.22 -3.06 -1.90
H 0.04 -4.02 -2.80
*
```

E_HOMO, eV: -7.5
Frontier orbital gap, eV: 7.6514
Calculated total energy, eV: -90359.343

---

10.
Density functional theory data (ωB97M-V/def2-TZVPD) for a molecular structure, C11H24Si.

```
! wB97M-V def2-TZVPD RIJCOSX def2/J DEFGRID3
* xyz 0 1
C -2.32 -0.69 -2.37
C -1.29 0.10 -2.37
C 2.56 -1.31 0.22
C 2.81 0.69 -1.15
C -0.88 -2.73 0.13
C -1.75 -0.80 1.48
C 0.37 1.92 2.00
C -1.34 2.57 0.26
C 1.95 -0.54 -0.93
C -0.55 -1.35 0.74
C 0.01 1.89 0.48
Si 0.21 0.08 -0.50
H -3.19 -0.63 -3.02
H -2.58 -1.46 -1.66
H -1.10 0.62 -3.33
H 2.50 -0.73 1.16
H 2.17 -2.35 0.28
H 3.69 -1.67 0.13
H 3.82 0.54 -1.46
H 2.89 1.27 -0.26
H 2.21 1.39 -1.77
H -0.26 -3.03 -0.62
H -1.05 -3.36 0.89
H -1.89 -2.68 -0.38
H -2.47 -0.66 0.68
H -1.52 0.19 1.82
H -2.20 -1.37 2.29
H -0.31 1.38 2.51
H 1.39 1.66 2.06
H 0.33 2.95 2.19
H -2.17 1.95 0.15
H -1.25 3.22 -0.60
H -1.59 3.16 1.16
H 1.90 -1.21 -1.85
H 0.17 -1.48 1.59
H 0.73 2.48 0.05
*
```

E_HOMO, eV: -8.9
Frontier orbital gap, eV: 9.8718
Calculated total energy, eV: -19670.211

---

11.
Density functional theory data (ωB97M-V/def2-TZVPD) for a molecular structure, C11H25AgBr2F2N3O3.

```
! wB97M-V def2-TZVPD RIJCOSX def2/J DEFGRID3
* xyz -1 1
Ag 15.16 -17.21 -13.38
F 13.00 -16.57 -14.33
F 16.16 -15.51 -14.80
Br 14.90 -15.65 -11.01
C 14.93 -13.86 -11.83
C 14.29 -12.89 -10.93
Br 14.15 -11.17 -11.93
H 14.33 -13.94 -12.74
H 15.92 -13.50 -12.12
H 14.91 -12.73 -10.05
H 13.27 -13.20 -10.70
C 14.02 -20.42 -12.91
O 14.19 -19.23 -12.55
N 15.03 -21.32 -12.81
C 14.73 -22.73 -12.82
C 16.46 -20.95 -12.68
H 13.08 -20.83 -13.32
H 15.40 -23.32 -13.45
H 13.71 -22.85 -13.19
H 14.75 -23.02 -11.77
H 16.99 -21.07 -13.62
H 16.55 -19.92 -12.35
H 16.75 -21.60 -11.84
C 18.51 -17.58 -13.41
O 17.42 -17.81 -12.85
N 19.64 -18.18 -13.07
C 20.81 -18.00 -13.91
C 19.78 -19.29 -12.11
H 18.56 -16.81 -14.19
H 20.62 -17.62 -14.92
H 21.26 -18.97 -14.14
H 21.57 -17.38 -13.44
H 20.03 -20.17 -12.70
H 20.68 -19.09 -11.53
H 18.89 -19.32 -11.48
C 14.40 -19.19 -17.85
O 13.72 -18.82 -16.87
N 15.70 -18.75 -18.04
C 16.42 -18.95 -19.29
C 16.46 -18.07 -16.93
H 14.01 -19.66 -18.77
H 15.83 -19.50 -20.02
H 17.40 -19.43 -19.23
H 16.72 -18.01 -19.74
H 15.81 -17.54 -16.22
H 16.98 -18.74 -16.25
H 17.14 -17.28 -17.25
*
```

E_HOMO, eV: -3.4
Frontier orbital gap, eV: 5.6896
Calculated total energy, eV: -171943.460

---

How do the records compare in max |F|? In the order shown, they have 0.0956, 0.0438, 0.0690, 0.1362, 0.0659, 0.1249, 0.1295, 0.0316, 0.0357, 0.0957, 0.0760 Eh/bohr.